a | 20
Properties=species:S:1:pos:R:3:mulliken_charge:R:1 method="wB97M-V/def2-TZVPD" e_homo_ev=-8.880 spin_multiplicity=1 charge=0 homo_lumo_gap_ev=5.07
C 2.273 0.715 0.606 -1.32
C 1.166 -0.271 0.214 -0.19
N 0.026 -0.104 1.084 -0.29
C -1.055 -0.998 0.828 -0.75
C -1.361 -1.330 -0.707 0.21
N -1.613 -0.025 -1.281 -0.36
O -0.473 -2.121 -1.173 -0.48
H 1.897 1.718 0.412 0.28
H 3.304 0.579 0.256 0.35
H 2.398 0.768 1.705 0.33
H 1.348 -1.345 0.126 0.51
H 0.932 0.087 -0.820 0.29
H -0.238 0.881 0.904 0.48
H -1.927 -0.467 1.220 0.40
H -0.987 -2.016 1.230 0.31
H -1.471 -0.198 -2.273 0.29
H -2.357 -1.833 -0.715 0.42
H -1.094 0.816 -0.887 0.23
H -0.681 2.953 -0.351 0.17
O -0.087 2.192 -0.377 -0.90

b | 20
Properties=species:S:1:pos:R:3:mulliken_charge:R:1 method="wB97M-V/def2-TZVPD" e_homo_ev=-9.056 spin_multiplicity=1 charge=0 homo_lumo_gap_ev=9.35 smiles="CC(C)NC(N)=O.O"
C -1.971 0.208 0.304 -1.29
C -0.440 0.353 -0.247 0.35
C -0.240 -0.398 -1.577 -1.32
N 0.553 -0.048 0.776 -0.24
C 0.561 -1.246 1.417 0.43
N 1.647 -1.697 2.151 -0.48
O -0.449 -2.011 1.237 -0.61
H -2.610 1.104 0.096 0.33
H -2.492 -0.524 -0.077 0.38
H -1.924 -0.044 1.499 0.24
H -0.286 1.538 -0.350 0.40
H 0.760 -0.528 -1.928 0.35
H -0.797 0.259 -2.384 0.29
H -0.988 -1.215 -1.583 0.38
H 1.399 0.435 0.414 0.27
H 2.168 -1.069 2.772 0.25
H 1.438 -2.557 2.673 0.28
O 0.976 2.201 -1.617 -0.54
H 1.953 2.223 -1.517 0.27
H 0.742 3.016 -2.060 0.26

c | 20
Properties=species:S:1:pos:R:3:mulliken_charge:R:1 method="wB97M-V/def2-TZVPD" e_homo_ev=-9.856 spin_multiplicity=1 charge=0 homo_lumo_gap_ev=10.58 smiles="CCCNC(N)=O.O"
C -1.616 -2.028 -1.208 -1.15
C -1.079 -0.665 -0.741 -0.25
C -0.555 -0.740 0.737 -1.11
N 0.091 0.449 1.207 0.03
C 1.403 0.735 0.940 0.36
N 2.063 -0.209 0.167 -0.32
O 2.022 1.736 1.260 -0.69
H -2.242 -1.885 -2.084 0.36
H -0.732 -2.640 -1.381 0.30
H -2.128 -2.553 -0.371 0.29
H -1.944 0.014 -0.798 0.30
H -0.282 -0.182 -1.286 0.41
H -1.443 -0.951 1.338 0.41
H 0.030 -1.671 0.788 0.45
H -0.376 1.222 1.654 0.26
H 1.704 -0.922 -0.441 0.14
H 3.053 -0.124 0.014 0.23
O 0.368 3.726 0.019 -0.63
H 1.029 3.465 -0.620 0.31
H 0.633 3.223 0.806 0.32

We find c to be the most stable, with the next structure 41.3 kcal/mol higher.

a | 20
Properties=species:S:1:pos:R:3:mulliken_charge:R:1 method="wB97M-V/def2-TZVPD" e_homo_ev=-9.684 spin_multiplicity=1 charge=0 homo_lumo_gap_ev=10.33 smiles="CCC(=O)NCN.O"
C -1.149 -0.211 2.288 -1.08
C -1.347 -1.039 0.980 -0.31
C -1.384 -0.104 -0.221 0.39
O -2.216 0.764 -0.370 -0.62
N -0.333 -0.148 -1.133 -0.31
C 0.914 -0.969 -1.199 -0.42
N 2.117 -0.198 -1.068 -0.66
H -2.008 0.360 2.539 0.29
H -0.895 -0.908 3.069 0.35
H -0.265 0.394 2.125 0.30
H -0.611 -1.842 0.842 0.26
H -2.258 -1.599 1.201 0.33
H -0.370 0.451 -1.947 0.42
H 0.916 -1.756 -0.444 0.34
H 0.895 -1.501 -2.148 0.32
H 2.086 0.724 -1.528 0.28
H 2.248 0.112 -0.104 0.28
O 1.305 2.675 -1.293 -0.70
H 0.829 1.840 -1.187 0.24
H 1.526 2.959 -0.402 0.32

b | 20
Properties=species:S:1:pos:R:3:mulliken_charge:R:1 method="wB97M-V/def2-TZVPD" e_homo_ev=-8.881 spin_multiplicity=1 charge=0 homo_lumo_gap_ev=9.70 smiles="CNCC(=O)NC.O"
C 1.210 2.150 -1.551 -0.81
N 1.228 0.688 -1.629 -0.38
C 0.074 0.059 -1.058 -0.78
C 0.081 0.071 0.490 0.58
O 1.124 0.234 1.112 -0.71
N -1.129 0.058 1.103 -0.08
C -2.234 -0.698 0.544 -0.95
H 0.978 2.567 -2.526 0.27
H 2.187 2.532 -1.242 0.33
H 0.491 2.518 -0.807 0.27
H 2.045 0.333 -1.138 0.30
H -0.855 0.543 -1.352 0.42
H -0.038 -0.969 -1.420 0.27
H -1.075 0.079 2.110 0.31
H -2.891 -1.027 1.340 0.36
H -2.835 -0.097 -0.149 0.30
H -1.908 -1.599 0.042 0.30
O 0.866 -2.414 2.235 -0.63
H 1.174 -3.282 1.941 0.30
H 1.507 -1.745 1.956 0.34

We find b to be the most stable, with the next structure 2.5 kcal/mol higher.

a | 20
Properties=species:S:1:pos:R:3:mulliken_charge:R:1 method="wB97M-V/def2-TZVPD" e_homo_ev=-9.847 spin_multiplicity=1 charge=0 homo_lumo_gap_ev=10.66 smiles="C[C@](N)(O)CO.C=N"
C -2.296 -0.557 -0.869 -1.76
C -1.063 -0.449 0.026 1.18
N -0.938 -1.636 0.820 -0.66
O -1.171 0.713 0.874 -0.61
C 0.223 -0.289 -0.821 -0.64
O 0.417 1.045 -1.215 -0.53
H -2.304 0.259 -1.589 0.38
H -3.204 -0.523 -0.268 0.46
H -2.268 -1.502 -1.402 0.39
H -0.115 -1.582 1.407 0.26
H -1.746 -1.746 1.425 0.28
H -1.871 1.285 0.536 0.32
H 0.153 -0.889 -1.728 0.37
H 1.078 -0.638 -0.225 0.22
H 0.289 1.578 -0.418 0.36
C 2.798 1.324 0.812 -0.30
N 2.968 0.083 0.807 -0.51
H 2.071 1.727 1.503 0.33
H 3.316 2.054 0.184 0.24
H 3.663 -0.256 0.139 0.20

b | 20
Properties=species:S:1:pos:R:3:mulliken_charge:R:1 method="wB97M-V/def2-TZVPD" e_homo_ev=-9.044 spin_multiplicity=1 charge=0 homo_lumo_gap_ev=9.76 smiles="C[C@@H](C=O)NCN.O"
C 0.596 2.209 0.962 -1.29
C -0.151 0.861 1.039 0.18
C -1.654 1.082 1.179 -0.21
O -2.515 0.440 0.656 -0.44
N 0.139 0.030 -0.123 -0.29
C 0.731 -1.286 0.081 -0.57
N 1.699 -1.658 -0.950 -0.63
H 0.014 3.089 1.220 0.38
H 1.521 2.145 1.533 0.29
H 0.869 2.353 -0.084 0.36
H 0.172 0.316 1.909 0.50
H -1.830 1.938 1.869 0.30
H -0.577 0.106 -0.827 0.13
H -0.010 -2.082 0.181 0.40
H 1.333 -1.143 0.973 0.41
H 1.269 -2.192 -1.690 0.25
H 2.090 -0.809 -1.344 0.26
O -1.482 -1.929 -2.424 -0.62
H -0.629 -2.331 -2.265 0.26
H -1.585 -1.137 -1.897 0.34

We find a to be the most stable, with the next structure 4.4 kcal/mol higher.

a | 12
Properties=species:S:1:pos:R:3:mulliken_charge:R:1 method="wB97M-V/def2-TZVPD" e_homo_ev=-10.944 spin_multiplicity=1 charge=0 homo_lumo_gap_ev=11.61 smiles=C#C[C@@H](C#N)CO
C -2.380 -0.458 -0.061 0.19
C -1.189 -0.391 -0.218 -0.79
C 0.270 -0.314 -0.394 0.44
C 0.626 0.035 -1.777 -0.13
N 0.950 0.301 -2.854 -0.40
C 0.927 0.652 0.617 -0.47
O 0.958 0.085 1.901 -0.50
H -3.440 -0.521 0.062 0.43
H 0.700 -1.304 -0.189 0.26
H 0.396 1.614 0.595 0.30
H 1.965 0.825 0.321 0.35
H 0.216 -0.525 1.998 0.32

b | 12
Properties=species:S:1:pos:R:3:mulliken_charge:R:1 method="wB97M-V/def2-TZVPD" e_homo_ev=-9.467 spin_multiplicity=1 charge=0 homo_lumo_gap_ev=9.29
O -2.029 0.018 -0.217 -0.50
C -1.080 -0.844 0.349 -0.45
C 0.354 -0.484 0.037 0.29
C 0.674 0.772 -0.165 0.06
C 0.924 1.884 -0.752 -0.61
C 1.374 -1.368 0.479 0.14
N 2.155 -2.101 0.922 -0.44
H -1.862 0.914 0.107 0.32
H -1.138 -0.867 1.446 0.27
H -1.288 -1.843 -0.026 0.35
H 0.818 1.010 -1.902 0.29
H 1.098 2.909 -0.278 0.29

We find a to be the most stable, with the next structure 51.5 kcal/mol higher.

a | 2
Properties=species:S:1:pos:R:3:mulliken_charge:R:1 method="wB97M-V/def2-TZVPD" e_homo_ev=-9.291 spin_multiplicity=1 charge=0 homo_lumo_gap_ev=3.83
S -1.283 -0.124 1.397 0.00
S 1.283 0.124 -1.397 0.00

b | 2
Properties=species:S:1:pos:R:3:mulliken_charge:R:1 method="wB97M-V/def2-TZVPD" e_homo_ev=-9.018 spin_multiplicity=1 charge=0 homo_lumo_gap_ev=5.68
S 0.000 0.000 1.083 0.00
S 0.000 0.000 -1.083 0.00

c | 2
Properties=species:S:1:pos:R:3:mulliken_charge:R:1 method="wB97M-V/def2-TZVPD" e_homo_ev=-9.416 spin_multiplicity=1 charge=0 homo_lumo_gap_ev=4.08
S 0.000 0.000 1.798 0.00
S 0.000 0.000 -1.798 0.00

d | 2
Properties=species:S:1:pos:R:3:mulliken_charge:R:1 method="wB97M-V/def2-TZVPD" e_homo_ev=-9.566 spin_multiplicity=1 charge=0 homo_lumo_gap_ev=5.56
S 0.000 0.000 1.232 0.00
S 0.000 0.000 -1.232 0.00

We find b to be the most stable, with the next structure 39.5 kcal/mol higher.

a | 2
Properties=species:S:1:pos:R:3:mulliken_charge:R:1 method="wB97M-V/def2-TZVPD" e_homo_ev=-9.066 spin_multiplicity=1 charge=0 homo_lumo_gap_ev=5.67
S 0.000 0.000 1.094 0.00
S 0.000 0.000 -1.094 0.00

b | 2
Properties=species:S:1:pos:R:3:mulliken_charge:R:1 method="wB97M-V/def2-TZVPD" e_homo_ev=-8.502 spin_multiplicity=1 charge=0 homo_lumo_gap_ev=5.74
S 0.000 0.000 0.981 0.00
S 0.000 0.000 -0.981 0.00

We find b to be the most stable, with the next structure 21.4 kcal/mol higher.